{
  "formula": "C4H6ClNO2",
  "method": "wB97M-V/def2-TZVPD",
  "fmax_ev_per_a": 1.9,
  "e_above_lowest_ev": 1.1325,
  "spin_multiplicity": 1,
  "e_tot_ev": -22352.2743,
  "molar_mass_g_mol": 135.6,
  "orbital_gap_ev": 10.481,
  "total_charge": 0,
  "e_homo_ev": -9.93,
  "elements": ["O", "C", "N", "C", "C", "O", "C", "Cl", "H", "H", "H", "H", "H", "H"],
  "coordinates": [[-1.010479, -1.493223, -1.715362], [-0.783931, -0.990918, -0.641739], [-0.958228, -1.354477, 0.663580], [-0.342524, -0.124401, 1.224954], [-0.120888, 0.358327, -0.222452], [-0.915580, 1.454026, -0.647011], [1.278030, 0.573190, -0.699313], [2.395924, -0.721051, -0.230811], [-1.331090, -2.172298, 1.086705], [0.575877, -0.353271, 1.682007], [-1.091429, 0.452235, 1.810343], [-0.570942, 2.283548, -0.248015], [1.633141, 1.505440, -0.292794], [1.242123, 0.582874, -1.770091]],
  "atomic_forces_ev_per_a": [[0.0, 0.2, 0.8], [0.0, -0.1, -0.8], [0.5, 1.1, -0.7], [-1.8, -0.3, -0.4], [-1.1, 0.0, 0.1], [0.4, 0.5, 0.4], [0.0, -0.3, 0.1], [0.1, -0.1, 0.1], [-0.2, -0.5, 0.2], [1.0, 0.0, 1.2], [0.9, -0.1, -0.3], [-0.3, -0.8, -0.3], [0.4, 0.3, 0.0], [0.1, 0.2, -0.6]]
}

{
  "formula": "C4H6ClNO2",
  "method": "wB97M-V/def2-TZVPD",
  "fmax_ev_per_a": 6.2,
  "e_above_lowest_ev": 5.6319,
  "spin_multiplicity": 1,
  "e_tot_ev": -22347.7749,
  "molar_mass_g_mol": 135.6,
  "orbital_gap_ev": 9.706,
  "total_charge": 0,
  "e_homo_ev": -9.24,
  "elements": ["C", "C", "C", "C", "H", "H", "H", "H", "H", "H", "N", "O", "O", "Cl"],
  "coordinates": [[-2.186906, -0.209953, -0.598355], [0.152739, 0.547747, -0.198873], [1.510542, 0.038008, 0.047683], [2.403936, 0.750264, 0.835778], [-2.463286, -1.405768, -0.945168], [-1.932411, 0.492701, -1.645767], [-3.239836, 0.407341, -0.014589], [-0.581559, -1.452938, 1.645347], [3.529550, 0.503742, 0.682080], [2.144310, 1.671778, 1.418311], [-0.950405, -0.254724, 0.154251], [-0.555291, -1.539128, 0.580463], [0.131492, 1.560415, -0.988570], [2.037128, -1.109480, -0.972590]],
  "atomic_forces_ev_per_a": [[-2.5, 0.6, -2.6], [-1.2, 2.1, -3.8], [2.0, 4.0, 4.3], [0.2, -1.0, -1.7], [0.7, 3.7, 1.1], [-0.9, -2.1, 3.1], [3.5, -2.2, -1.6], [0.1, -0.5, -3.6], [-2.2, 0.4, 0.6], [0.0, -1.2, -0.6], [1.0, 1.2, -0.5], [-0.5, 0.8, 3.9], [-1.1, -3.2, 3.3], [0.8, -2.4, -1.9]]
}

{
  "formula": "C4H6ClNOS",
  "method": "wB97M-V/def2-TZVPD",
  "fmax_ev_per_a": 3.8,
  "e_above_lowest_ev": 2.6583,
  "spin_multiplicity": 1,
  "e_tot_ev": -31138.2804,
  "molar_mass_g_mol": 151.6,
  "orbital_gap_ev": 9.598,
  "total_charge": 0,
  "e_homo_ev": -8.98,
  "elements": ["C", "O", "C", "N", "C", "S", "C", "Cl", "H", "H", "H", "H", "H", "H"],
  "coordinates": [[2.964825, 0.003522, -0.516735], [1.849163, -0.602186, 0.219687], [0.680062, -0.103882, 0.000708], [-0.375357, -0.631966, 0.556085], [-1.557419, 0.193899, 0.697059], [-2.462920, 1.126210, -0.647996], [-2.945030, -0.321880, 0.300871], [-3.170270, -1.884864, -0.445732], [3.494155, -0.807495, -1.047316], [3.711545, 0.611384, 0.082982], [2.502620, 0.734802, -1.299348], [0.695449, 0.822070, -0.569548], [-1.662537, 0.948298, 1.613413], [-3.724291, -0.087910, 1.055875]],
  "atomic_forces_ev_per_a": [[-0.6, 1.2, -1.4], [2.9, -0.5, -0.2], [-3.5, 0.2, 1.5], [0.8, 2.0, -0.5], [-0.9, 0.7, 0.8], [0.4, -0.4, -0.4], [0.5, 1.0, 1.4], [0.2, 0.2, 0.1], [-0.3, 0.4, 0.3], [-1.3, -1.0, -0.1], [1.0, -1.3, 1.2], [-0.4, 0.2, -0.2], [0.8, -2.2, -1.7], [0.5, -0.5, -0.7]]
}